(1)
# C5H9N3O3S

A cluster of 2 separate species, C5H9N3O3S in total (the ωB97M-V functional and the def2-TZVPD basis, the OMol25 dataset).

Geometry as XYZ:
```
21
Properties=species:S:1:pos:R:3:forces:R:3
S 2.7382 -0.1411 0.2701 0.9686 -0.0587 -0.4412
O 2.1413 -0.2461 -1.0632 0.8190 0.7463 0.8021
O 2.3926 1.3544 0.9493 3.4604 -2.5569 1.0132
O 4.4248 0.0871 0.0430 -0.6106 -0.2923 -0.8422
N 0.5867 -1.1770 0.8874 -1.0501 -0.4795 0.3333
N -1.1469 0.1032 0.0395 1.0256 1.6017 1.4557
N -2.1204 0.3095 -0.8367 -1.1067 -0.5508 -1.0903
C -0.4944 -1.1259 0.2313 -0.5699 -0.9645 -0.0420
C -0.8470 1.2870 0.7059 1.2526 0.5786 1.2874
C -2.4621 1.5752 -0.7693 -0.2933 0.1334 -0.6712
C -1.6384 2.2528 0.1889 -1.9110 0.3179 -1.3344
C -1.2100 -2.3133 -0.3374 -4.8099 2.0166 -0.7467
H 0.8600 -2.1670 0.9392 0.0966 0.5274 0.1529
H -0.5972 -3.1106 -0.5554 1.4911 -1.8058 0.0446
H -0.1238 1.4501 1.5521 -0.8233 -0.9436 -1.1870
H -3.2889 1.9884 -1.4411 1.4465 -0.7412 1.1640
H -1.8491 3.3087 0.3192 0.8108 -0.2154 0.7367
H 1.7063 1.7609 0.5109 -2.5538 1.4645 -2.0743
H -2.1609 -2.6304 0.3763 2.5342 0.7952 -1.8391
H -1.6779 -1.9912 -1.3787 0.7441 -0.6573 2.2584
H 4.7668 -0.5745 -0.6314 -0.9210 1.0845 1.0202
```
Positions in Å, forces in eV/Å.

Output
* 2S+1: 1
* net charge: 0
* frontier orbital gap: 10.1 eV
* strongest force on any atom: 5.3 eV Å⁻¹
* total energy: -26776.3674 eV
* ΔE to the lowest compared entry with this formula, charge and spin: 49.8 kcal per mole

=====

(2)
# C21H21BrN4O2

An isolated molecule of C21H21BrN4O2 (the ωB97M-V functional and the def2-TZVPD basis, the OMol25 dataset).

Geometry as XYZ:
```
49
Properties=species:S:1:pos:R:3:forces:R:3
Br 5.3835 -0.6832 4.8632 -0.9116 -0.1702 -0.5629
O -2.2083 0.0147 -2.2385 0.4162 -0.4300 1.6355
O 1.0490 2.0991 -0.7346 -0.9355 -0.7149 -0.1517
N -3.5554 -2.1347 -0.6341 -2.4426 0.3505 -1.3542
N -2.8485 -2.9395 1.3121 1.0696 0.8638 -0.1863
N -0.8735 -1.6910 1.5986 1.9832 0.4270 0.2845
N 0.4083 -0.5476 -0.0067 -0.3810 0.0295 -0.0719
C -2.3937 -1.4513 -0.3732 0.6670 0.5247 -0.7797
C 1.3173 3.8850 -2.4506 0.5643 -0.3279 0.6546
C 1.7883 -2.0598 3.0518 -0.2902 0.1291 -0.2412
C 2.7200 3.6991 -0.3846 0.2316 0.0466 0.2466
C -1.8066 -0.3427 -1.1164 -0.8098 -0.1074 -1.5507
C 1.4150 -1.0309 2.1180 1.9689 -0.2750 2.5206
C -1.9552 -1.9943 0.7928 0.4867 -0.6951 2.8230
C 2.2378 0.1239 2.1885 -0.3577 0.4540 -1.0820
C 2.9172 -1.9496 3.9105 -0.1207 0.2127 -1.0192
C -0.6292 0.3867 -0.4612 1.3417 -0.4232 -1.2076
C -5.6752 -2.5612 -1.6152 -0.0664 -1.0184 1.3770
C 0.2492 -1.1054 1.2283 -2.3446 -1.2679 -0.1595
C -4.4886 -1.8888 -1.6509 -0.4926 -1.0669 0.7553
C -5.9660 -3.5639 -0.5483 0.8547 1.0070 -0.3255
C 0.0457 1.3232 -1.4622 0.3625 0.9231 0.2383
C 3.7673 -0.8385 3.8023 -0.8001 -0.0639 0.1100
C -3.8325 -2.9822 0.4523 -0.1945 -0.0614 -1.0767
C 3.3827 0.2141 2.9734 0.5780 -0.1705 0.3370
C 2.9737 1.9493 -2.1832 -0.0946 1.5969 -0.1921
C 2.0103 2.9065 -1.4483 -0.5513 -0.2819 -0.9824
C -5.0578 -3.7659 0.4778 0.1999 1.6282 -2.3565
H -4.2272 -1.2148 -2.4484 0.2564 0.1953 0.1927
H 2.0790 4.5815 -2.8829 -0.6889 -0.6882 0.1514
H 1.3494 -0.2594 -0.2150 0.0628 0.2860 -0.0747
H 0.8086 3.2903 -3.2123 0.1404 0.3174 -0.2159
H 3.8913 2.4832 -2.4553 -0.0188 -0.1551 0.1919
H 2.0266 4.3582 0.1507 0.1471 -0.0264 -0.2247
H -5.1639 -4.4640 1.2573 -0.2698 -0.6701 0.8021
H 2.0180 1.0227 1.5693 -0.0522 -0.8137 0.3802
H 3.1989 -2.7438 4.5936 -0.2765 -0.0307 -0.1443
H 3.5113 4.2751 -0.8788 -0.1355 0.0574 0.3349
H 1.1636 -2.9775 3.0889 0.5011 0.7720 0.0318
H 3.1923 1.1182 -1.5528 0.3284 -0.6624 0.4309
H 0.4586 0.7231 -2.2765 0.2674 0.0742 0.0073
H -0.6957 1.9954 -1.8897 -0.0553 -0.0196 -0.0215
H 4.0264 1.0962 2.9625 -0.4211 -0.1391 -0.1817
H 0.5679 4.4766 -1.9114 0.1494 -0.0504 -0.1146
H 3.1703 3.0343 0.3568 0.0861 0.0052 -0.0802
H -0.9197 0.9756 0.3704 -0.7648 0.6028 0.9588
H 2.5519 1.6272 -3.1182 -0.3186 -0.4036 -0.3574
H -6.9258 -4.1057 -0.6243 0.7454 0.2942 0.2437
H -6.4566 -2.3632 -2.3452 0.3856 -0.0638 0.0069
```
Positions in Å, forces in eV/Å.

Output
* 2S+1: 1
* net charge: 0
* SMILES string: CC(C)(C)OC[C@@H]1NC(c2ccc(Br)cc2)=Nc2nc3ccccn3c2C1=O
* frontier orbital gap: 8.0 eV
* strongest force on any atom: 3.2 eV Å⁻¹
* total energy: -102215.3398 eV
* ΔE to the lowest compared entry with this formula, charge and spin: 34.2 kcal per mole

=====

(3)
# C4H7InO3

A structure of composition C4H7InO3 (the ωB97M-V functional and the def2-TZVPD basis, the OMol25 dataset).

Geometry as XYZ:
```
15
Properties=species:S:1:pos:R:3:forces:R:3
In -1.9589 0.3312 -0.3126 -3.4121 0.0960 2.2473
O -1.3272 -0.0453 -1.9828 -0.5012 -0.2505 -4.1323
O -0.1991 0.7275 0.3203 0.7231 0.4934 -1.4710
O 1.8193 -0.4024 -0.4463 -1.1630 2.4916 -1.5274
C 0.8395 0.4501 -0.9850 -0.9194 -2.1930 -0.4539
C 0.7425 0.5345 1.3180 3.4687 0.6702 -0.8023
C 0.0311 -0.3251 -2.0367 1.3988 -1.3956 0.0815
C 1.4209 -0.7629 0.8696 0.3528 0.4470 1.2567
H 2.3211 -0.9678 1.4584 -0.2190 -0.1633 -0.2107
H 1.5694 1.3959 0.7352 -1.6636 -1.7439 3.8779
H 0.4577 -0.0521 -3.0196 -0.4699 0.1376 0.1700
H 0.8610 1.4981 -1.3200 1.5073 -0.1014 0.6399
H 0.2079 -1.4132 -1.9205 -0.0664 0.5211 0.0688
H 0.2250 0.4632 2.2820 0.8453 0.8961 0.0937
H 0.7434 -1.6285 0.8389 0.1186 0.0947 0.1617
```
Positions in Å, forces in eV/Å.

Output
* 2S+1: 1
* net charge: +2
* frontier orbital gap (spin up / spin down): 5.6 / 5.6 eV
* strongest force on any atom: 4.6 eV Å⁻¹
* total energy: -15551.5691 eV
* ΔE to the lowest compared entry with this formula, charge and spin: 87.0 kcal per mole

=====

(4)
# C5H8N2

An isolated molecule of C5H8N2 (the ωB97M-V functional and the def2-TZVPD basis, the OMol25 dataset).

Geometry as XYZ:
```
15
Properties=species:S:1:pos:R:3:forces:R:3
N -0.8080 -0.1107 -0.5893 -0.0326 0.0433 0.0606
N -0.8040 1.6018 1.0526 0.3789 -0.0738 -0.2373
C -1.4007 0.3164 0.6927 -0.1849 -0.0602 0.0805
C 0.2513 1.7356 0.3580 -0.0740 -0.0476 0.1226
C 1.2470 -0.6824 -0.1933 0.1617 -0.0200 0.0739
C -0.0792 -1.4008 -0.5122 0.0321 -0.2685 -0.0068
C 0.4909 0.6117 -0.6170 0.0317 0.2479 -0.0639
H -2.4870 0.4054 0.6248 0.0991 0.0442 -0.0037
H -1.1625 -0.3861 1.5107 -0.1448 0.0335 -0.1172
H 0.8867 2.6152 0.4616 -0.0423 -0.1687 0.0169
H 2.1224 -0.9565 -0.7879 -0.1403 0.0452 0.0942
H -0.4771 -2.1007 0.2315 0.0999 0.1038 -0.0839
H 1.5080 -0.7233 0.8698 -0.0486 0.1352 -0.1856
H -0.0734 -1.8911 -1.4897 -0.0125 0.0207 0.1266
H 0.7855 0.9654 -1.6124 -0.1233 -0.0352 0.1230
```
Positions in Å, forces in eV/Å.

Output
* 2S+1: 1
* net charge: 0
* SMILES string: C1=NCN2CC[C@H]12
* frontier orbital gap: 9.8 eV
* strongest force on any atom: 0.5 eV Å⁻¹
* total energy: -8293.2024 eV
* ΔE to the lowest compared entry with this formula, charge and spin: 41.4 kcal per mole